#P
16
Properties=species:S:1:pos:R:3:lowdin_charge:R:1 method="wB97M-V/def2-TZVPD" homo_ev="-7.77 / -8.00" smiles="C=C=C(C)C(=O)OC" lumo_energy_ha="-0.04050 / -0.00283" homo_lumo_gap_ev="6.7 / 7.9"
C 0.141 2.284 1.543 -0.057
C 0.491 -2.307 -0.153 -0.032
C -0.470 -0.345 -1.331 -0.004
C 0.157 -0.854 -0.296 -0.208
C -1.087 0.074 -2.397 0.034
O -0.106 1.285 0.554 -0.066
C 0.392 0.035 0.863 -0.439
O 0.851 -0.299 1.940 0.100
H -0.115 3.255 1.112 0.091
H -0.498 2.102 2.413 0.096
H 1.193 2.327 1.842 0.095
H 1.199 -2.609 -0.932 0.085
H -0.411 -2.919 -0.263 0.087
H 0.936 -2.542 0.817 0.082
H -1.463 1.088 -2.456 0.069
H -1.210 -0.575 -3.256 0.067

***

#Q
16
Properties=species:S:1:pos:R:3:lowdin_charge:R:1 method="wB97M-V/def2-TZVPD" homo_ev=-8.60 smiles="C[C@]1(O)[C@@H]2C=CO[C@@H]21" lumo_energy_ha=0.03095 homo_lumo_gap_ev=9.4
C -0.054 -0.849 -1.517 0.014
C -0.316 0.442 -0.729 -0.490
C -1.070 0.437 0.557 -0.121
C 0.249 -1.064 1.733 -0.090
C 1.066 -0.093 1.399 -0.057
C 0.379 0.822 0.515 -0.182
H 0.135 -1.671 -0.723 0.107
H -0.971 -0.986 -2.108 0.085
H 0.772 -0.708 -2.260 0.089
H 0.283 1.844 -1.906 0.135
H -1.992 0.989 0.652 0.156
H 0.386 -1.957 2.295 0.113
H 2.096 0.102 1.816 0.134
H 0.747 1.898 0.459 0.171
O -0.600 1.631 -1.470 -0.013
O -1.108 -0.836 1.288 -0.052

***

#R
16
Properties=species:S:1:pos:R:3:lowdin_charge:R:1 method="wB97M-V/def2-TZVPD" homo_ev=-8.77 smiles="O=C1[C@@H]2C[C@H](O)[C@H]1C2" lumo_energy_ha=0.03238 homo_lumo_gap_ev=9.7
C 1.005 -0.126 -0.571 -0.337
C 0.170 1.119 -0.640 -0.164
C -0.961 0.860 0.281 -0.155
C -0.236 0.154 1.466 -0.095
C 0.141 -0.935 0.462 -0.163
C -1.309 -0.747 -0.212 -0.268
H 1.156 -1.724 -1.681 0.115
H 1.958 0.048 -0.112 0.133
H -0.029 1.374 -1.653 0.116
H 0.762 1.978 -0.243 0.132
H -1.789 1.593 0.403 0.142
H -0.989 -0.165 2.163 0.114
H 0.656 0.723 1.846 0.140
H 0.498 -1.951 0.781 0.152
O 1.144 -0.746 -1.881 -0.035
O -2.180 -1.456 -0.410 0.173

***

#S
16
Properties=species:S:1:pos:R:3:lowdin_charge:R:1 method="wB97M-V/def2-TZVPD" homo_ev=-9.33 smiles="C1=C[C@@H]2OC[C@@H](C1)O2" lumo_energy_ha=0.03369 homo_lumo_gap_ev=10.2
C -1.486 1.037 -0.587 -0.028
C -0.132 -0.906 -0.787 -0.308
C -0.424 0.658 0.546 -0.252
C 0.660 0.628 1.622 -0.073
C 1.688 -0.221 0.813 -0.069
C 1.407 -0.714 -0.378 0.002
H -2.483 0.702 -0.329 0.109
H -1.407 2.058 -0.983 0.122
H -0.556 -1.814 -1.256 0.168
H 0.310 0.814 -0.187 0.073
H 0.359 0.131 2.535 0.110
H 0.966 1.657 1.838 0.120
H 2.640 -0.358 1.309 0.106
H 2.166 -0.984 -1.129 0.114
O -0.838 0.124 -1.587 -0.115
O -0.696 -0.762 0.441 -0.077

***

#R is favored, and the nearest alternative lies 0.480 eV above it.

***

#P
54
Properties=species:S:1:pos:R:3:lowdin_charge:R:1 method="wB97M-V/def2-TZVPD" homo_ev=-9.52 smiles=CCO.CCO.CCO.CCO.CCO.CCO lumo_energy_ha=0.01235 homo_lumo_gap_ev=9.9
C 5.205 0.810 2.271 -0.083
C 3.800 1.110 2.845 -0.295
O 3.577 0.355 4.058 -0.091
H 5.416 -0.253 2.152 0.074
H 6.049 1.321 2.734 0.069
H 5.163 1.155 1.238 0.063
H 3.095 1.016 2.020 0.090
H 3.744 2.131 3.224 0.101
H 2.646 0.363 4.292 0.072
C -5.177 -0.977 1.894 -0.071
C -4.422 -2.311 1.554 -0.350
O -4.479 -3.137 2.622 -0.057
H -6.231 -1.115 2.136 0.065
H -5.205 -0.228 1.103 0.056
H -4.661 -0.426 2.680 0.070
H -3.369 -2.102 1.368 0.086
H -4.809 -2.804 0.663 0.107
H -5.387 -3.422 2.749 0.093
C -2.643 1.829 -2.258 -0.103
C -1.231 1.738 -2.534 -0.337
O -0.527 2.399 -1.516 -0.085
H -3.351 1.777 -3.086 0.085
H -2.914 2.844 -1.969 0.088
H -3.003 1.131 -1.503 0.082
H -1.062 2.184 -3.514 0.124
H -0.977 0.678 -2.555 0.109
H 0.345 2.703 -1.778 0.109
C 2.066 -3.885 -4.280 -0.079
C 3.048 -2.860 -3.660 -0.336
O 2.977 -2.958 -2.297 -0.090
H 2.384 -4.909 -4.476 0.065
H 1.647 -3.573 -5.237 0.058
H 1.165 -3.955 -3.671 0.061
H 2.728 -1.851 -3.920 0.104
H 4.099 -2.977 -3.926 0.110
H 2.156 -2.548 -2.015 0.020
C -0.353 4.618 1.113 -0.085
C 0.171 3.220 1.584 -0.280
O -0.800 2.199 1.257 -0.114
H -1.343 4.636 1.569 0.069
H -0.550 4.667 0.042 0.056
H 0.206 5.478 1.481 0.068
H 0.251 3.279 2.670 0.108
H 1.104 3.037 1.050 0.094
H -1.010 2.223 0.320 0.023
C -0.356 -1.633 0.866 -0.076
C 0.459 -0.878 -0.187 -0.277
O 0.809 -1.791 -1.212 -0.079
H -1.273 -2.146 0.578 0.055
H -0.761 -0.978 1.638 0.075
H 0.273 -2.408 1.305 0.082
H 1.438 -0.629 0.223 0.118
H -0.087 0.057 -0.312 0.084
H -0.039 -2.203 -1.392 0.094

***

#Q
54
Properties=species:S:1:pos:R:3:lowdin_charge:R:1 method="wB97M-V/def2-TZVPD" homo_ev=-9.62 smiles=CCO.CCO.CCO.CCO.CCO.CCO lumo_energy_ha=0.01810 homo_lumo_gap_ev=10.1
C -0.362 -4.790 -1.283 -0.095
C -0.935 -4.220 0.006 -0.350
O -1.269 -5.281 0.842 -0.056
H 0.400 -5.510 -0.985 0.074
H 0.049 -4.072 -1.992 0.071
H -1.085 -5.418 -1.803 0.071
H -1.789 -3.652 -0.362 0.096
H -0.267 -3.470 0.430 0.104
H -1.805 -5.914 0.360 0.087
C 4.426 0.788 -0.695 -0.091
C 5.596 0.406 -1.620 -0.339
O 6.666 0.249 -0.741 -0.062
H 4.731 1.519 0.054 0.080
H 4.103 -0.142 -0.227 0.057
H 3.599 1.189 -1.281 0.067
H 5.659 1.261 -2.293 0.099
H 5.387 -0.412 -2.309 0.113
H 7.178 -0.513 -1.020 0.086
C 0.446 -0.184 -1.035 -0.071
C -0.961 -0.216 -0.401 -0.316
O -0.867 0.392 0.837 -0.067
H 1.205 -0.747 -0.492 0.057
H 0.692 0.855 -1.253 0.077
H 0.409 -0.757 -1.962 0.069
H -1.337 -1.238 -0.342 0.095
H -1.610 0.314 -1.099 0.098
H -0.215 -0.144 1.294 0.059
C 3.451 -0.236 2.922 -0.083
C 1.986 -0.438 2.952 -0.336
O 1.511 -1.378 2.029 -0.087
H 3.822 0.046 1.937 0.053
H 4.089 -1.104 3.084 0.078
H 3.710 0.452 3.727 0.087
H 1.577 0.543 2.707 0.117
H 1.524 -0.720 3.898 0.120
H 1.945 -2.209 2.234 0.094
C -4.782 0.687 -0.314 -0.070
C -4.480 1.213 -1.733 -0.323
O -4.731 0.297 -2.774 -0.069
H -4.656 1.533 0.362 0.072
H -3.930 0.107 0.040 0.057
H -5.700 0.149 -0.078 0.078
H -3.407 1.403 -1.743 0.071
H -4.970 2.165 -1.939 0.111
H -4.800 -0.532 -2.295 0.072
C -2.649 5.093 0.531 -0.095
C -2.031 3.789 0.190 -0.351
O -2.029 3.069 1.395 -0.074
H -3.597 5.055 1.067 0.079
H -2.726 5.715 -0.361 0.074
H -2.016 5.675 1.201 0.076
H -0.987 3.904 -0.102 0.110
H -2.420 3.226 -0.659 0.095
H -1.752 2.200 1.095 0.034

***

#Q is favored, and the nearest alternative lies 0.265 eV above it.

***

#P
10
Properties=species:S:1:pos:R:3:lowdin_charge:R:1 method="wB97M-V/def2-TZVPD" homo_ev=-10.09 smiles=N[C@H](Cl)CBr lumo_energy_ha=0.02910 homo_lumo_gap_ev=10.9
C 1.241 0.384 0.411 -0.658
C 0.373 -0.531 -0.430 -0.837
N -0.981 -0.195 -0.282 0.002
Cl 0.743 -2.283 0.079 0.481
Br 3.113 0.206 -0.047 0.624
H 1.146 0.156 1.473 0.058
H 0.962 1.421 0.224 0.064
H 0.655 -0.494 -1.484 0.094
H -1.591 -0.747 -0.870 0.085
H -1.297 -0.248 0.679 0.087

***

#Q
10
Properties=species:S:1:pos:R:3:lowdin_charge:R:1 method="wB97M-V/def2-TZVPD" homo_ev=-9.43 smiles=CN[C@H](Cl)Br lumo_energy_ha=0.00977 homo_lumo_gap_ev=9.7
C 0.262 0.084 0.774 -0.148
C -0.880 -0.674 -1.354 -0.943
N -0.513 -0.827 0.011 -0.212
Cl -2.087 -1.900 -1.888 0.539
Br 0.802 -0.894 -2.783 0.281
H 1.367 0.053 0.463 0.092
H 0.024 1.183 0.767 0.097
H 0.308 -0.269 1.834 0.093
H -1.075 0.406 -1.403 0.067
H -0.479 -1.844 0.273 0.136

***

#P is favored, and the nearest alternative lies 1.136 eV above it.

***

#P
22
Properties=species:S:1:pos:R:3:lowdin_charge:R:1 method="wB97M-V/def2-TZVPD" homo_ev=-13.96 lumo_energy_ha=-0.11869 homo_lumo_gap_ev=10.7 charge=+1
Na -0.119 -0.088 -0.228 0.435
O 0.915 -1.576 1.448 -0.031
H 0.978 -2.433 1.003 0.066
H 1.503 -1.658 2.211 0.081
O -0.468 -2.293 -1.220 -0.033
H -1.130 -2.296 -1.925 0.069
H -0.919 -2.699 -0.466 0.065
O 2.375 0.445 -0.041 -0.036
H 3.054 0.931 -0.528 0.081
H 2.831 -0.301 0.364 0.064
O 0.062 0.445 -2.701 -0.041
H -0.817 0.657 -3.041 0.045
H 0.623 1.184 -2.967 0.066
O -2.445 0.223 -1.367 -0.036
H -3.079 -0.415 -1.013 0.070
H -2.907 1.070 -1.303 0.075
O -1.248 0.423 1.918 -0.042
H -0.984 0.054 2.769 0.063
H -2.057 0.917 2.096 0.064
O 1.368 2.317 2.002 -0.057
H 1.583 1.958 1.129 -0.011
H 0.879 3.135 1.859 0.041

***

#Q
22
Properties=species:S:1:pos:R:3:lowdin_charge:R:1 method="wB97M-V/def2-TZVPD" homo_ev=-13.54 lumo_energy_ha=-0.17252 homo_lumo_gap_ev=8.8 charge=+1
Na 0.296 -0.652 1.359 0.962
O 4.418 -2.707 0.773 -0.060
H 4.993 -2.692 0.008 0.033
H 4.875 -3.259 1.407 0.034
O -1.047 4.797 -1.111 -0.052
H -0.805 5.341 -1.860 0.034
H -0.258 4.289 -0.920 0.018
O 0.900 -1.187 -3.693 -0.058
H 0.698 -0.911 -4.587 0.035
H 1.549 -1.882 -3.797 0.031
O 2.699 2.155 -1.451 -0.055
H 2.277 1.614 -2.119 0.021
H 3.614 2.205 -1.726 0.037
O -2.092 -4.285 1.256 -0.060
H -2.888 -3.914 0.875 0.031
H -2.261 -5.226 1.296 0.037
O -0.976 1.504 5.139 -0.060
H -1.732 1.764 5.665 0.036
H -0.252 1.461 5.764 0.031
O -4.522 0.185 -0.646 -0.059
H -4.594 0.527 -1.537 0.032
H -4.893 0.873 -0.094 0.031

***

#P is favored, and the nearest alternative lies 2.653 eV above it.

***

#P
10
Properties=species:S:1:pos:R:3:lowdin_charge:R:1 method="wB97M-V/def2-TZVPD" homo_ev=-8.95 smiles="NC(=S)C(=S)C=S" lumo_energy_ha=-0.08018 homo_lumo_gap_ev=6.8
C -1.404 0.001 0.150 -0.896
C 0.071 0.429 0.211 -0.778
C 1.071 -0.627 0.537 -0.769
H -1.932 1.934 -0.001 0.039
H -3.262 0.734 -0.036 0.117
H 0.854 -1.274 1.389 0.046
N -2.281 1.004 0.069 0.066
S -1.707 -1.593 -0.176 0.700
S 0.564 1.999 -0.120 0.761
S 2.510 -0.858 -0.155 0.715

***

#Q
10
Properties=species:S:1:pos:R:3:lowdin_charge:R:1 method="wB97M-V/def2-TZVPD" homo_ev=-8.59 smiles="S=CN(C=S)C=S" lumo_energy_ha=-0.04049 homo_lumo_gap_ev=7.5
C -0.377 0.282 1.328 -0.691
C -0.603 -0.963 -0.789 -0.721
C 1.012 0.804 -0.515 -0.624
H 0.442 0.819 1.882 0.083
H -0.360 -0.780 -1.848 0.019
H 1.334 1.567 0.170 0.059
N -0.005 0.028 0.026 -0.258
S -1.737 -0.118 2.111 0.690
S -1.428 -2.241 -0.382 0.741
S 1.722 0.601 -1.983 0.701

***

#P is favored, and the nearest alternative lies 0.241 eV above it.

***

#P
21
Properties=species:S:1:pos:R:3:lowdin_charge:R:1 method="wB97M-V/def2-TZVPD" homo_ev=-10.45 smiles=CCCO.O.O.O lumo_energy_ha=0.02211 homo_lumo_gap_ev=11.1
C 0.402 -1.676 -0.930 -0.225
O 0.297 -0.302 -0.497 -0.148
C -0.113 -2.580 0.223 -0.214
C 0.766 -2.407 1.547 -0.080
H -0.146 -1.728 -1.804 0.083
H 1.530 -1.749 -0.969 0.134
H 1.145 0.085 -0.141 0.082
H -1.191 -2.421 0.396 0.102
H -0.009 -3.650 -0.032 0.095
H 0.052 -2.081 2.321 0.077
H 1.210 -3.384 1.746 0.060
H 1.577 -1.741 1.285 0.051
H -1.122 2.420 -1.078 -0.008
H 0.052 3.062 -1.708 0.056
O -0.381 2.988 -0.852 -0.048
H -2.066 1.317 0.170 0.044
H -1.651 0.646 -1.062 0.029
O -2.448 1.078 -0.682 -0.062
H 2.055 2.530 1.232 0.021
H 0.831 2.021 0.598 0.001
O 1.476 1.793 1.292 -0.050

***

#Q
21
Properties=species:S:1:pos:R:3:lowdin_charge:R:1 method="wB97M-V/def2-TZVPD" homo_ev=-10.69 smiles=CCCO.O.O.O lumo_energy_ha=0.02315 homo_lumo_gap_ev=11.3
C 1.315 1.184 0.432 -0.261
O 0.029 1.741 0.046 -0.102
C 2.318 1.290 -0.688 -0.227
C 3.386 0.146 -0.594 -0.099
H 1.642 1.607 1.384 0.119
H 0.994 0.143 0.511 0.120
H 0.167 2.665 -0.207 0.082
H 1.835 1.071 -1.619 0.098
H 2.875 2.224 -0.716 0.104
H 4.384 0.531 -0.702 0.056
H 3.304 -0.482 0.287 0.064
H 3.263 -0.557 -1.419 0.066
H -3.557 -2.536 1.566 0.028
H -4.293 -1.404 0.772 0.030
O -4.272 -2.347 0.956 -0.058
H -1.642 -4.221 -1.833 0.030
H -2.945 -4.439 -2.480 0.033
O -2.451 -3.735 -2.038 -0.064
H -2.480 2.221 1.431 0.023
H -1.469 2.529 2.532 0.022
O -2.405 2.368 2.380 -0.064

***

#P is favored, and the nearest alternative lies 0.203 eV above it.